2 unconnected molecules or ions with the total composition C51H40N3OP in a non-equilibrium geometry. Source: OMol25; level of theory: wB97M-V/def2-TZVPD.

## Properties
- E_tot: -69339.6767 eV
- Strongest force on any atom: 0.033 Eh/bohr
- Molar mass: 741.87 g/mol
- Frontier orbital gap: 3.367 eV

XYZ file:
```
96
C51H40N3OP wB97M-V/def2-TZVPD
C 4.0262 -2.6272 4.5114
C 2.9615 -2.4500 5.4072
C 1.8890 -1.6164 5.0585
C 1.8736 -0.9849 3.8075
P 0.4222 -0.0173 3.2721
C -0.9399 -1.1376 3.6901
C -1.8505 -0.8053 4.6936
C -2.9152 -1.6777 4.9628
C -3.0749 -2.8402 4.1963
C -2.1563 -3.1560 3.1833
C -1.0841 -2.3000 2.9222
C 0.1640 1.4070 4.2903
C 0.4283 2.6370 3.7386
N 0.6696 3.6893 3.2643
O 0.4617 0.3119 1.8083
C 2.9753 -1.0949 2.9455
C 4.0350 -1.9436 3.2862
H 4.8588 -3.2865 4.7771
H 2.9630 -2.9550 6.3750
H 1.0608 -1.4677 5.7566
H -1.7221 0.1209 5.2569
H -3.6104 -1.4377 5.7685
H -3.9191 -3.5073 4.3911
H -2.2692 -4.0674 2.5951
H -0.3541 -2.5242 2.1378
H 0.0023 1.3188 5.3732
H 2.9823 -0.5286 2.0093
H 4.8746 -2.0682 2.5981
C -8.6624 0.0139 0.1389
C -7.6777 -0.4458 -0.7444
C -6.8309 0.4617 -1.3877
C -6.9564 1.8286 -1.1168
N -6.1100 2.7603 -1.7938
C -6.6571 3.4307 -2.9291
C -7.5552 4.4836 -2.7691
C -8.0185 5.1573 -3.9065
C -7.6084 4.7470 -5.1798
C -6.7593 3.6410 -5.3296
C -6.2872 2.9716 -4.2013
C -5.0411 3.3398 -1.0762
C -3.8584 2.5903 -0.8981
C -2.8757 3.0465 -0.0465
C -3.0358 4.2768 0.6811
C -2.1120 4.6023 1.6965
C -2.0758 5.7917 2.4737
C -0.8195 6.2536 2.9728
C -0.7235 7.3471 3.8024
C -1.8339 8.1966 3.9480
N -1.6657 9.3327 4.7515
C -2.2832 10.5710 4.4158
C -3.6171 10.8001 4.7461
C -4.2197 12.0004 4.3449
C -3.4703 12.9623 3.6570
C -2.1058 12.7548 3.4062
C -1.5046 11.5556 3.7916
C -1.3383 9.0984 6.1214
C -0.0668 9.4298 6.5961
C 0.2398 9.1911 7.9405
C -0.7311 8.6608 8.7975
C -2.0052 8.3445 8.3133
C -2.3075 8.5438 6.9628
C -3.0680 7.8466 3.3751
C -3.2160 6.5814 2.8155
C -4.1338 5.1043 0.2975
C -5.1617 4.6087 -0.4895
C -7.9471 2.2980 -0.2492
C -8.8055 1.3861 0.3737
H -9.3121 -0.7014 0.6477
H -7.5529 -1.5089 -0.9391
H -6.0523 0.1476 -2.0867
H -7.8600 4.7822 -1.7632
H -8.6939 6.0028 -3.7816
H -7.9504 5.2850 -6.0646
H -6.4519 3.2892 -6.3123
H -5.6131 2.1120 -4.2556
H -3.7688 1.6353 -1.4378
H -1.9731 2.4434 0.1103
H -1.3334 3.8749 1.8705
H 0.0863 5.7012 2.7253
H 0.1992 7.6091 4.3332
H -4.1775 10.0226 5.2740
H -5.2736 12.1669 4.5719
H -3.9461 13.8820 3.3148
H -1.4985 13.5104 2.9087
H -0.4500 11.3312 3.6038
H 0.6615 9.8258 5.8842
H 1.2429 9.4182 8.2969
H -0.4898 8.4879 9.8473
H -2.7688 7.9299 8.9694
H -3.2759 8.2608 6.5400
H -3.9081 8.5403 3.4445
H -4.2203 6.2002 2.6270
H -4.1901 6.1243 0.6641
H -6.0778 5.1856 -0.6334
H -8.0270 3.3723 -0.0686
H -9.5778 1.7551 1.0469
```

=====

2 unconnected molecules or ions with the total composition C51H41N3O4 in a non-equilibrium geometry. Source: OMol25; level of theory: wB97M-V/def2-TZVPD.

## Properties
- E_tot: -66210.7592 eV
- Strongest force on any atom: 0.057 Eh/bohr
- Molar mass: 759.91 g/mol
- Frontier orbital gap: 5.973 eV

XYZ file:
```
99
C51H41N3O4 wB97M-V/def2-TZVPD
C 1.6147 -0.3685 4.5589
C 2.7791 -0.5085 3.5908
C 4.0610 -0.7171 4.3949
O 2.5972 -1.6592 2.7276
C 1.4149 -1.5571 2.0092
O 0.6613 -2.5133 1.9233
C 1.1650 -0.2568 1.4318
C -0.1875 0.1693 1.0957
C -1.2312 0.1770 2.1983
C -1.5912 1.3635 2.8419
C -2.6606 1.3361 3.7377
C -3.3335 0.1293 4.0016
C -4.4538 0.0904 4.9014
N -5.4203 0.0656 5.5693
C -2.9809 -1.0428 3.3228
C -1.9242 -1.0168 2.4181
C 2.1379 0.8066 1.6819
O 2.2375 1.8112 0.9909
O 2.9780 0.6495 2.7589
H 0.6823 -0.1262 4.0310
H 1.5117 -1.3213 5.1019
H 1.8244 0.4386 5.2743
H 4.9338 -0.7037 3.7337
H 4.1580 0.0966 5.1283
H 3.9899 -1.6788 4.9178
H -0.1165 1.1510 0.6029
H -0.5740 -0.5980 0.4203
H -1.0360 2.2798 2.6104
H -2.9785 2.2528 4.2316
H -3.5266 -1.9730 3.4899
H -1.6333 -1.9139 1.8701
C -2.7625 -8.0842 -4.1714
C -3.6078 -7.4882 -3.2287
C -3.0672 -6.7457 -2.1744
C -1.6766 -6.5843 -2.0735
N -1.0938 -6.0208 -0.8928
C -0.7402 -6.9431 0.1441
C 0.3660 -7.7686 -0.0161
C 0.7929 -8.5676 1.0495
C 0.0571 -8.6068 2.2358
C -1.1273 -7.8684 2.3445
C -1.5213 -7.0252 1.3030
C -0.4171 -4.7683 -0.9715
C -1.1904 -3.6048 -0.8743
C -0.6019 -2.3644 -0.9658
C 0.8188 -2.2070 -1.0277
C 1.3775 -0.8816 -0.9625
C 2.6903 -0.4740 -1.3495
C 2.8123 0.7803 -2.0284
C 3.8884 1.0397 -2.8494
C 5.0217 0.2141 -2.7751
N 6.0580 0.4004 -3.6885
C 7.3665 -0.0213 -3.3420
C 8.0969 -0.8636 -4.1925
C 9.2759 -1.4458 -3.7119
C 9.7771 -1.0856 -2.4532
C 9.1398 -0.0887 -1.7071
C 7.9215 0.4242 -2.1379
C 5.9316 1.2342 -4.8541
C 6.2468 2.5994 -4.7652
C 6.3901 3.3655 -5.9223
C 6.1907 2.7849 -7.1776
C 5.8209 1.4400 -7.2682
C 5.6550 0.6732 -6.1125
C 5.0367 -0.8596 -1.8353
C 3.8923 -1.1967 -1.1254
C 1.5720 -3.3924 -1.1866
C 0.9744 -4.6512 -1.1050
C -0.8440 -7.0922 -3.0745
C -1.3797 -7.8949 -4.0864
H -3.1795 -8.6973 -4.9725
H -4.6872 -7.6220 -3.3022
H -3.7068 -6.2979 -1.4146
H 0.9045 -7.7313 -0.9627
H 1.7033 -9.1524 0.9344
H 0.3863 -9.2431 3.0588
H -1.7404 -7.9379 3.2406
H -2.4085 -6.3950 1.3656
H -2.2652 -3.7167 -0.7041
H -1.2529 -1.4909 -1.0160
H 0.6426 -0.0663 -1.0615
H 1.9940 1.5017 -1.9441
H 3.8817 1.8740 -3.5671
H 7.6982 -1.1038 -5.1825
H 9.7948 -2.1894 -4.3219
H 10.6812 -1.5599 -2.0739
H 9.5662 0.2822 -0.7789
H 7.3639 1.1581 -1.5551
H 6.4111 3.0383 -3.7788
H 6.6879 4.4110 -5.8356
H 6.3314 3.3782 -8.0787
H 5.6825 0.9734 -8.2448
H 5.3385 -0.3719 -6.1707
H 5.9414 -1.4640 -1.7321
H 3.9001 -2.0194 -0.4050
H 2.6441 -3.3491 -1.3797
H 1.5807 -5.5616 -1.1501
H 0.2287 -6.8993 -3.0152
H -0.7072 -8.3781 -4.7954
```

=====

A molecular structure, C51H42Cl2F10MoN4O2PS4 in a non-equilibrium geometry. Source: OMol25; level of theory: wB97M-V/def2-TZVPD.

## Properties
- E_tot: -170329.7731 eV
- Net charge: -1
- Strongest force on any atom: 0.044 Eh/bohr
- Molar mass: 1258.99 g/mol
- Frontier orbital gap (alpha / beta): 5.957 / 5.945 eV

XYZ file:
```
117
C51H42Cl2F10MoN4O2PS4 wB97M-V/def2-TZVPD
Mo -0.2924 -0.2832 0.5737
C -2.1935 -2.5015 1.9938
N -1.1173 -1.5610 2.3240
C 0.0290 -2.3509 2.8026
C 1.2988 -1.5078 2.9028
N 1.2952 -0.6294 1.7549
C 2.2173 0.3708 1.6323
C 2.5765 1.3036 2.6216
F 2.2021 1.1329 3.9186
C 3.3017 2.4454 2.3232
F 3.5986 3.3196 3.3063
C 3.7042 2.6906 1.0205
F 4.3495 3.8301 0.6998
C 3.4691 1.7234 0.0422
F 3.9094 1.9832 -1.1992
C 2.8454 0.5367 0.3611
F 0.6376 0.7261 -0.9731
C -1.6452 -0.6712 3.3595
C -0.9271 0.6666 3.4820
N -0.6997 1.3196 2.2019
C -0.9154 2.6282 2.1533
C -0.4678 3.3628 1.0139
F 0.4375 2.7573 0.2145
C -0.8218 4.6511 0.6911
F -0.4101 5.1845 -0.4762
C -1.5791 5.4091 1.5803
F -1.9765 6.6691 1.2903
C -1.8628 4.8282 2.8060
F -2.4997 5.5527 3.7523
C -1.5321 3.5174 3.0974
F -1.8149 3.1792 4.3912
H -2.5873 -2.9745 2.9037
H -2.9954 -1.9665 1.4880
H -1.8327 -3.2851 1.3308
H -0.2062 -2.8314 3.7662
H 0.2105 -3.1336 2.0614
H 1.3507 -0.9795 3.8650
H 2.1757 -2.1773 2.8507
H -2.6834 -0.4575 3.0955
H -1.6341 -1.1762 4.3408
H -1.5610 1.2489 4.1504
H 0.0342 0.5475 3.9892
O -1.7607 0.6835 -0.8982
S -1.2211 1.6502 -1.9077
C -2.8118 2.2776 -2.7011
C -4.0120 1.8766 -1.8714
C -4.0769 2.6258 -0.5444
C -5.2581 2.1657 0.2868
S -4.8286 0.5541 1.1565
O -3.3578 0.4714 1.1959
C -5.2745 1.0875 2.8358
C -6.0605 0.2604 3.6290
C -6.3392 0.6254 4.9324
C -5.8326 1.8123 5.4496
C -5.0336 2.6287 4.6590
C -4.7410 2.2600 3.3618
C -0.7398 0.7147 -3.3948
C -0.6411 1.3623 -4.6177
C -0.3357 0.6360 -5.7556
C -0.0975 -0.7260 -5.6706
C -0.1245 -1.3534 -4.4383
C -0.4439 -0.6296 -3.3019
H -2.8979 1.8713 -3.7047
H -2.6957 3.3598 -2.7543
H -3.9297 0.8084 -1.6577
H -4.9300 2.0470 -2.4448
H -4.1340 3.7045 -0.7182
H -3.1563 2.4182 0.0122
H -6.1228 1.9293 -0.3341
H -5.5507 2.9002 1.0337
H -6.4412 -0.6646 3.2199
H -6.9395 -0.0261 5.5522
H -6.0484 2.0916 6.4702
H -4.6235 3.5412 5.0629
H -4.0870 2.8701 2.7564
H -0.7889 2.4292 -4.6829
H -0.2880 1.1281 -6.7164
H 0.1209 -1.2956 -6.5637
H 0.0983 -2.4078 -4.3551
H -0.4322 -1.0902 -2.3282
S 3.2832 0.4663 -3.9211
P 3.9443 -0.5709 -2.4165
S 2.7264 -0.8999 -0.6493
C 5.5516 -0.0947 -1.6941
C 5.9669 -0.6570 -0.4906
C 7.1434 -0.2322 0.0916
C 7.9027 0.7596 -0.5114
C 7.4899 1.3135 -1.7156
C 6.3173 0.8889 -2.3075
C 4.1580 -2.3355 -2.8639
C 4.1546 -3.3635 -1.9261
C 4.3327 -4.6723 -2.3313
C 4.5538 -4.9711 -3.6653
C 4.5756 -3.9471 -4.6006
C 4.3688 -2.6400 -4.2051
H 5.3590 -1.4095 -0.0100
H 7.4564 -0.6589 1.0346
H 8.8051 1.1128 -0.0343
H 8.0689 2.0990 -2.1798
H 5.9561 1.3348 -3.2234
H 3.9855 -3.1453 -0.8853
H 4.2944 -5.4632 -1.5970
H 4.7082 -5.9948 -3.9763
H 4.7495 -4.1692 -5.6436
H 4.3547 -1.8416 -4.9343
Cl -3.0893 -1.8656 -1.3983
C -2.0154 -3.2156 -1.3897
C -2.4161 -4.4286 -1.8835
C -1.5601 -5.5247 -1.8130
C -0.3066 -5.3755 -1.2271
C 0.0820 -4.1572 -0.7292
Cl 1.6040 -3.9924 0.0747
C -0.7359 -2.9896 -0.7869
N -0.3987 -1.8239 -0.3115
H -3.4066 -4.5253 -2.3010
H -1.8782 -6.4810 -2.1941
H 0.3613 -6.2194 -1.1429
```

=====

So what do the calculations give for ΔE to the lowest compared entry with this formula, charge and spin? Going down the list: 0.00; 22.99; 161.79 kJ/mol.